w:
ORCA calculation (wB97M-V/def2-TZVPD) on CH4N2O3 in the gas phase.

Output
2S+1 = 1
HOMO (alpha / beta) = -9.026 / -9.973 eV

Geometry (Å):
N 0.448 0.642 -1.247
N -0.437 0.862 -0.182
O 0.086 1.477 0.800
H 0.091 1.124 -2.065
H 1.360 1.001 -0.975
C -0.555 -0.621 0.806
O -0.405 -1.775 0.130
O 0.456 -0.348 1.667
H 0.540 -1.842 -0.092
H -1.584 -0.520 1.158

---

x:
ORCA calculation (wB97M-V/def2-TZVPD) on CH4N2O3 in the gas phase.

Output
2S+1 = 1
structure (SMILES) = CN(O)[N+](=O)[O-]
HOMO = -10.769 eV

Geometry (Å):
C -0.913 -0.619 0.500
N -0.088 0.063 -0.453
O -0.638 1.627 -0.603
N 1.262 -0.117 -0.396
O 1.663 -1.271 -0.459
O 1.958 0.899 -0.369
H -0.431 -1.563 0.824
H -1.239 0.000 1.265
H -1.855 -0.854 -0.043
H 0.281 1.834 -0.266

---

y:
ORCA calculation (wB97M-V/def2-TZVPD) on 2 unconnected molecules or ions with the total composition CH4N2O3.

Output
2S+1 = 1
structure (SMILES) = NN=C=O.OO
HOMO = -8.836 eV

Geometry (Å):
N 0.639 -1.867 -0.112
N 0.624 -0.543 -0.610
C 1.116 0.468 -0.036
O 1.777 1.039 0.741
H 0.975 -1.719 0.848
H -0.017 -2.639 -0.103
O -0.951 1.302 -0.698
O -1.594 1.338 0.574
H -0.515 0.438 -1.254
H -2.054 2.185 0.650

---

Relative to the most stable structure, the computed energies are w 0.000; x 0.063; y 0.859, all in eV.